# C33H73O3P2

A 3-piece molecular cluster, C33H73O3P2 overall in a non-equilibrium geometry (ωB97M-V/def2-TZVPD, OMol25).

Last columns: bonded neighbours and bond lengths (Å).
Atoms and positions in Å:
1 C 16.37226 -4.20424 -14.76793  C2 1.519, H18 1.090, H19 1.090, H20 1.091
2 C 15.88445 -2.91200 -14.13588  C1 1.519, C3 1.519, H21 1.096, H22 1.099
3 C 16.97720 -1.90740 -13.81126  C2 1.519, C4 1.532, H23 1.092, H24 1.093
4 C 16.43902 -0.81869 -12.87721  C3 1.532, P5 1.802, H25 1.089, H26 1.093
5 P 17.73266 0.11770 -12.04232  C4 1.802, C6 1.779, C10 1.809, C14 1.820
6 C 17.02682 0.96474 -10.64567  P5 1.779, C7 1.534, H27 1.098, H28 1.095
7 C 17.81057 2.07917 -9.93986  C6 1.534, C8 1.533, H29 1.094, H30 1.090
8 C 17.60490 3.44439 -10.60503  C7 1.533, C9 1.518, H31 1.096, H32 1.095
9 C 17.83332 4.61416 -9.66543  C8 1.518, H33 1.093, H34 1.091, H35 1.094
10 C 18.46239 1.24274 -13.25719  P5 1.809, C11 1.547, H36 1.087, H37 1.092
11 C 20.00551 1.25064 -13.35986  C10 1.547, C12 1.514, H38 1.098, H39 1.093
12 C 20.74185 1.96539 -12.24637  C11 1.514, C13 1.535, H40 1.099, H41 1.091
13 C 22.20862 2.25808 -12.58986  C12 1.535, H42 1.086, H43 1.093, H44 1.092
14 C 18.97383 -1.08704 -11.47483  P5 1.820, C15 1.523, H45 1.093, H46 1.095
15 C 18.38890 -2.15843 -10.56325  C14 1.523, C16 1.515, H47 1.092, H48 1.094
16 C 19.44290 -3.09639 -10.01198  C15 1.515, C17 1.526, H49 1.099, H50 1.093
17 C 20.72794 -2.44111 -9.51337  C16 1.526, H51 1.091, H52 1.091, H53 1.092
18 H 15.55041 -4.82289 -15.12983  C1 1.090
19 H 16.91168 -4.80882 -14.03832  C1 1.090
20 H 16.96002 -3.95778 -15.65398  C1 1.091
21 H 15.22972 -3.07463 -13.27226  C2 1.096
22 H 15.15690 -2.45167 -14.81930  C2 1.099
23 H 17.33905 -1.48718 -14.75188  C3 1.092
24 H 17.78651 -2.45703 -13.32479  C3 1.093
25 H 15.76186 -1.24766 -12.13938  C4 1.089
26 H 15.90279 -0.09882 -13.50046  C4 1.093
27 H 16.81460 0.19205 -9.89532  C6 1.098
28 H 16.02574 1.30750 -10.92864  C6 1.095
29 H 18.87560 1.82914 -9.91405  C7 1.094
30 H 17.45345 2.20494 -8.91806  C7 1.090
31 H 16.60353 3.47604 -11.04862  C8 1.096
32 H 18.22851 3.63450 -11.48422  C8 1.095
33 H 17.09243 4.74606 -8.87319  C9 1.093
34 H 17.82483 5.57160 -10.18888  C9 1.091
35 H 18.80749 4.49698 -9.18064  C9 1.094
36 H 18.13109 2.26812 -13.11507  C10 1.087
37 H 18.09449 0.88209 -14.22033  C10 1.092
38 H 20.23479 1.78173 -14.29359  C11 1.098
39 H 20.36492 0.23123 -13.52471  C11 1.093
40 H 20.75534 1.31556 -11.36043  C12 1.099
41 H 20.26760 2.89380 -11.92478  C12 1.091
42 H 22.73420 1.34650 -12.85843  C13 1.086
43 H 22.72870 2.68113 -11.72626  C13 1.093
44 H 22.18434 3.11182 -13.27059  C13 1.092
45 H 19.77604 -0.48769 -11.03802  C14 1.093
46 H 19.40668 -1.46784 -12.40523  C14 1.095
47 H 17.62411 -2.66884 -11.15246  C15 1.092
48 H 17.86576 -1.64608 -9.75033  C15 1.094
49 H 19.63865 -3.83765 -10.79997  C16 1.099
50 H 19.12644 -3.78544 -9.22433  C16 1.093
51 H 20.56758 -1.66016 -8.76837  C17 1.091
52 H 21.37592 -2.05097 -10.30021  C17 1.091
53 H 21.30991 -3.22387 -9.02239  C17 1.092
54 C 18.38824 7.10433 -14.40551  C55 1.534, H71 1.094, H72 1.088, H73 1.089
55 C 18.56813 7.56630 -15.85749  C54 1.534, C56 1.517, H74 1.093, H75 1.094
56 C 18.66666 6.41280 -16.83718  C55 1.517, C57 1.519, H76 1.100, H77 1.097
57 C 17.51708 5.42285 -16.76612  C56 1.519, P58 1.803, H78 1.094, H79 1.094
58 P 17.54524 4.18130 -18.07355  C57 1.803, C59 1.808, C63 1.804, C67 1.796
59 C 18.76704 2.90241 -17.69672  P58 1.808, C60 1.525, H80 1.101, H81 1.094
60 C 18.47295 1.41920 -17.89377  C59 1.525, C61 1.519, H82 1.095, H83 1.090
61 C 19.47879 0.53068 -17.18222  C60 1.519, C62 1.560, H84 1.088, H85 1.095
62 C 20.94645 0.95361 -17.50038  C61 1.560, H86 1.089, H87 1.095, H88 1.091
63 C 15.97008 3.30631 -18.15752  P58 1.804, C64 1.519, H89 1.093, H90 1.103
64 C 14.70559 4.13342 -18.31673  C63 1.519, C65 1.524, H91 1.096, H92 1.095
65 C 13.52714 3.34394 -18.87394  C64 1.524, C66 1.532, H93 1.092, H94 1.090
66 C 13.66808 2.87375 -20.32523  C65 1.532, H95 1.091, H96 1.090, H97 1.095
67 C 17.99611 4.92262 -19.64575  P58 1.796, C68 1.527, H98 1.092, H99 1.101
68 C 17.47641 4.21786 -20.89636  C67 1.527, C69 1.530, H100 1.092, H101 1.099
69 C 17.83399 4.92697 -22.20364  C68 1.530, C70 1.517, H102 1.094, H103 1.091
70 C 19.24711 5.47335 -22.27643  C69 1.517, H104 1.087, H105 1.105, H106 1.094
71 H 19.14992 6.35952 -14.15630  C54 1.094
72 H 17.40301 6.67960 -14.22732  C54 1.088
73 H 18.56404 7.95848 -13.75265  C54 1.089
74 H 19.47480 8.16368 -15.97984  C55 1.093
75 H 17.75426 8.27112 -16.05079  C55 1.094
76 H 19.59269 5.83739 -16.68974  C56 1.100
77 H 18.87524 6.79199 -17.84560  C56 1.097
78 H 16.52155 5.86620 -16.85897  C57 1.094
79 H 17.58868 4.84852 -15.83821  C57 1.094
80 H 19.03985 3.04120 -16.63919  C59 1.101
81 H 19.69769 3.20332 -18.18700  C59 1.094
82 H 18.51825 1.20989 -18.96712  C60 1.095
83 H 17.49164 1.12385 -17.52175  C60 1.090
84 H 19.48284 -0.52216 -17.45583  C61 1.088
85 H 19.43739 0.59485 -16.09024  C61 1.095
86 H 21.61439 0.11828 -17.29454  C62 1.089
87 H 21.32855 1.75240 -16.85703  C62 1.095
88 H 21.03490 1.31554 -18.52578  C62 1.091
89 H 16.07284 2.53415 -17.39124  C63 1.093
90 H 16.10346 2.66743 -19.04692  C63 1.103
91 H 14.95572 5.05502 -18.85476  C64 1.096
92 H 14.33730 4.49026 -17.34899  C64 1.095
93 H 12.66533 4.01362 -18.89510  C65 1.092
94 H 13.36733 2.49666 -18.20697  C65 1.090
95 H 13.61402 3.69558 -21.04004  C66 1.091
96 H 12.87946 2.18297 -20.62396  C66 1.090
97 H 14.60880 2.32547 -20.44093  C66 1.095
98 H 19.06948 5.11223 -19.71940  C67 1.092
99 H 17.61591 5.95600 -19.62641  C67 1.101
100 H 16.39162 4.10242 -20.83926  C68 1.092
101 H 17.87426 3.19378 -20.89415  C68 1.099
102 H 17.11777 5.74769 -22.30688  C69 1.094
103 H 17.66775 4.28310 -23.06802  C69 1.091
104 H 20.07398 4.80156 -22.05926  C70 1.087
105 H 19.38350 6.33709 -21.60007  C70 1.105
106 H 19.40217 6.07700 -23.17595  C70 1.094
107 O 14.07671 3.63374 -14.17239  C108 1.380, H111 0.960
108 C 15.25380 2.94571 -13.96132  O107 1.380, O109 1.264, O110 1.236
109 O 16.22611 3.28030 -14.69643  C108 1.264
110 O 15.28185 2.05044 -13.10973  C108 1.236
111 H 14.28484 3.99404 -15.03756  O107 0.960

## Properties
HOMO-LUMO gap in eV: 8.7
Energy relative to the best compared isomer or geometry (same formula, charge and spin) in eV: 0.000
Total charge: +1
LUMO energy in eV: -1.686